Density functional theory data (ωB97M-V with the def2-TZVPD basis set) for a 12-piece molecular cluster, C48H118N2O12 overall.

## Properties
- HOMO (eV) = -8.2
- lowest unoccupied orbital energy (eV) = 0.375
- energy relative to the best compared isomer or geometry (same formula, charge and spin) (kJ/mol) = 313.2
- structure (SMILES) = CC1(C)CCCC(C)(C)N1O.CC1(C)CCCC(C)(C)N1O.CC(C)O.CC(C)O.CC(C)O.CC(C)O.CC(C)O.CC(C)O.CC(C)O.CC(C)O.CC(C)O.CC(C)O
- net charge = 0
- 2S+1 = 1

Last column: Mulliken charge in e.
Cartesian coordinates (Å):
C  -0.68  -3.91  -2.28  -1.45
C  -0.23  -3.97  -0.80  1.83
C  1.04  -3.04  -0.58  -1.35
C  -1.30  -3.38  0.11  -0.09
C  -2.51  -4.23  0.27  -0.41
C  -2.15  -5.64  0.76  -1.41
C  -1.06  -6.33  -0.11  1.75
C  -0.60  -7.53  0.78  -1.94
C  -1.70  -6.89  -1.42  -1.70
N  0.06  -5.36  -0.34  0.23
O  1.14  -5.89  -0.90  -0.44
H  -0.79  -2.89  -2.66  -0.03
H  0.16  -4.29  -2.86  0.53
H  -1.58  -4.46  -2.58  0.27
H  1.39  -2.97  0.46  0.10
H  1.93  -3.36  -1.12  0.69
H  0.77  -2.02  -0.83  -0.23
H  -0.93  -3.09  1.10  0.14
H  -1.54  -2.46  -0.42  -0.26
H  -3.12  -3.76  1.05  0.42
H  -3.03  -4.24  -0.68  0.09
H  -3.14  -6.10  0.70  0.52
H  -1.83  -5.48  1.79  0.23
H  -0.19  -7.22  1.74  0.39
H  0.32  -7.99  0.40  0.40
H  -1.39  -8.27  0.94  0.40
H  -0.93  -7.09  -2.17  0.29
H  -2.41  -6.17  -1.81  0.26
H  -2.17  -7.87  -1.40  0.44
H  0.89  -5.83  -1.83  0.44
C  -8.71  -0.33  -3.02  -1.65
C  -7.26  0.12  -2.79  1.38
C  -6.63  0.63  -4.12  -1.84
C  -7.31  1.40  -1.88  -1.57
C  -5.99  1.75  -1.23  -0.79
C  -5.52  0.51  -0.42  -0.77
C  -5.32  -0.72  -1.26  1.79
C  -3.94  -0.62  -1.93  -1.56
C  -5.22  -1.93  -0.28  -2.19
N  -6.44  -0.92  -2.16  0.63
O  -6.21  -2.06  -2.92  -0.47
H  -9.38  -0.14  -2.19  0.33
H  -9.14  0.11  -3.92  0.38
H  -8.75  -1.36  -3.38  0.37
H  -5.64  1.07  -4.05  0.34
H  -6.53  -0.24  -4.76  0.41
H  -7.32  1.33  -4.60  0.48
H  -7.65  2.27  -2.44  0.51
H  -8.12  1.32  -1.15  0.41
H  -5.24  1.89  -2.01  0.16
H  -6.07  2.60  -0.56  0.58
H  -6.08  0.25  0.48  0.52
H  -4.59  1.00  -0.15  -0.15
H  -3.13  -0.59  -1.19  0.16
H  -3.83  0.33  -2.45  0.32
H  -3.71  -1.39  -2.66  0.49
H  -4.74  -2.76  -0.80  0.53
H  -6.17  -2.21  0.19  0.42
H  -4.52  -1.62  0.50  0.35
H  -6.88  -2.64  -2.54  0.37
C  6.25  -0.32  -1.05  -1.55
C  4.94  -0.07  -1.71  0.25
C  3.75  -0.69  -0.94  0.04
O  4.72  1.27  -1.91  -0.44
H  7.04  0.05  -1.71  0.39
H  6.35  -1.39  -0.89  0.44
H  6.34  0.20  -0.10  0.10
H  4.92  -0.55  -2.69  0.47
H  2.85  -0.70  -1.56  -0.29
H  3.44  -0.13  -0.05  -0.13
H  3.94  -1.67  -0.51  0.58
H  4.70  1.74  -1.07  0.27
C  2.47  3.49  -3.80  -1.40
C  2.68  2.46  -4.88  0.86
C  3.86  2.87  -5.78  -1.59
O  2.86  1.26  -4.20  -0.19
H  3.36  3.51  -3.17  0.24
H  1.63  3.26  -3.15  0.09
H  2.33  4.49  -4.22  0.53
H  1.84  2.35  -5.56  0.42
H  3.88  3.87  -6.22  0.42
H  4.05  2.24  -6.64  0.37
H  4.81  2.85  -5.24  0.29
H  3.35  1.43  -3.39  -0.16
C  0.04  -3.63  5.37  -1.51
C  0.03  -2.26  4.65  1.38
C  -1.38  -1.88  4.22  -1.24
O  0.75  -1.40  5.53  -0.64
H  1.03  -3.97  5.67  0.30
H  -0.40  -4.36  4.69  0.28
H  -0.59  -3.60  6.26  0.36
H  0.73  -2.38  3.81  -0.09
H  -1.33  -0.99  3.60  -0.06
H  -1.96  -1.62  5.11  0.53
H  -1.96  -2.60  3.66  0.38
H  1.65  -1.72  5.43  0.27
C  0.14  -0.95  -5.11  -0.86
C  1.44  -1.66  -5.61  0.62
C  1.86  -1.28  -7.01  -1.53
O  2.48  -1.38  -4.67  -0.50
H  0.10  0.11  -5.37  0.25
H  0.07  -1.14  -4.04  -0.10
H  -0.73  -1.44  -5.56  0.50
H  1.36  -2.74  -5.59  0.34
H  2.81  -1.74  -7.28  0.34
H  1.91  -0.21  -7.18  0.23
H  1.10  -1.61  -7.72  0.45
H  2.51  -0.42  -4.56  0.53
C  -1.37  2.98  5.79  -1.47
C  -0.44  1.81  5.39  1.83
C  0.99  2.25  5.18  -0.75
O  -0.41  0.84  6.36  -0.68
H  -0.85  3.53  6.58  0.42
H  -2.38  2.72  6.10  0.35
H  -1.50  3.68  4.97  0.26
H  -0.85  1.35  4.49  -0.61
H  1.67  1.42  5.02  -0.01
H  1.34  2.90  5.98  0.40
H  1.03  2.87  4.29  0.11
H  -0.13  0.02  5.94  0.29
C  4.95  -0.62  4.05  -1.37
C  3.74  -1.49  3.55  1.72
C  4.23  -2.35  2.42  -1.16
O  3.27  -2.23  4.70  -0.55
H  5.76  -1.19  4.50  0.48
H  4.64  0.12  4.79  0.40
H  5.37  -0.07  3.21  0.08
H  2.90  -0.89  3.20  -0.52
H  4.86  -3.19  2.70  0.35
H  4.72  -1.70  1.69  0.14
H  3.41  -2.88  1.92  0.19
H  4.05  -2.63  5.10  0.33
C  6.41  4.12  1.21  -1.55
C  5.61  2.80  1.65  0.51
C  4.84  2.88  2.95  -0.94
O  4.65  2.51  0.67  0.00
H  6.89  4.18  0.24  0.35
H  7.26  4.23  1.88  0.44
H  5.82  5.03  1.25  0.24
H  6.27  1.93  1.57  0.38
H  4.21  2.02  3.15  -0.04
H  4.14  3.71  3.01  0.23
H  5.56  2.88  3.77  0.48
H  3.90  3.10  0.78  -0.20
C  -3.29  2.12  2.60  -0.80
C  -3.43  3.21  1.52  0.70
C  -2.94  4.59  1.92  -1.28
O  -2.70  2.86  0.36  -0.52
H  -2.31  2.28  3.03  -0.22
H  -3.54  1.12  2.23  0.10
H  -3.96  2.30  3.44  0.57
H  -4.48  3.17  1.22  0.20
H  -3.22  5.46  1.34  0.34
H  -1.85  4.51  1.84  0.14
H  -3.23  4.84  2.94  0.41
H  -3.03  3.43  -0.34  0.23
C  2.53  5.38  -0.71  -1.02
C  2.44  5.40  0.80  0.55
C  1.18  6.20  1.29  -1.40
O  2.31  4.13  1.28  -0.27
H  3.08  6.22  -1.16  0.46
H  1.56  5.40  -1.20  0.31
H  3.07  4.47  -0.99  -0.04
H  3.40  5.79  1.13  0.33
H  1.04  6.21  2.37  0.35
H  0.21  5.90  0.89  0.17
H  1.25  7.24  0.97  0.45
H  1.57  3.73  0.82  -0.19
C  0.67  0.86  1.13  -0.39
C  0.76  1.66  -0.18  1.78
C  -0.06  0.98  -1.32  -0.54
O  0.08  2.93  0.04  -0.40
H  -0.31  0.95  1.58  -0.11
H  1.44  1.07  1.88  0.18
H  0.72  -0.21  0.98  -0.09
H  1.80  1.68  -0.51  -0.30
H  0.26  -0.06  -1.45  -0.48
H  0.01  1.44  -2.30  0.28
H  -1.11  0.99  -1.03  -0.16
H  -0.87  2.83  0.14  0.27



Density functional theory data (ωB97M-V with the def2-TZVPD basis set) for an isolated ion of composition C3H9N4 and charge +1.

## Properties
- HOMO (alpha / beta) (eV) = -12.7 / -12.7
- lowest unoccupied orbital energy (alpha / beta) (eV) = -5.516 / -5.517
- energy relative to the best compared isomer or geometry (same formula, charge and spin) (kJ/mol) = 429.7
- structure (SMILES) = N/C=C\[C@@H](N)N=[NH2+]
- net charge = +1
- 2S+1 = 1

Last column: natural (NBO) charge in e.
Cartesian coordinates (Å):
N  -1.79  0.63  -1.42  -0.74
C  -0.58  0.18  -1.75  0.11
C  0.36  -0.13  -0.84  -0.32
C  0.35  0.27  0.75  0.07
N  -0.85  0.84  1.20  -0.86
N  0.56  -1.15  1.05  0.02
N  1.79  -1.58  1.20  -0.45
H  -2.13  1.29  -2.12  0.40
H  -1.98  0.88  -0.44  0.41
H  -0.34  0.04  -2.73  0.22
H  1.23  -0.55  -1.37  0.23
H  1.38  0.77  0.86  0.21
H  -0.76  1.85  1.41  0.44
H  -1.58  0.24  1.38  0.42
H  1.85  -2.57  1.15  0.42
H  2.49  -1.02  1.69  0.41



Density functional theory data (ωB97M-V with the def2-TZVPD basis set) for C3H4N4S in the gas phase.

## Properties
- HOMO (eV) = -9.2
- lowest unoccupied orbital energy (eV) = 0.432
- energy relative to the best compared isomer or geometry (same formula, charge and spin) (kJ/mol) = 91.4
- structure (SMILES) = [H]/N=C(\C#N)N/C=N\S
- net charge = 0
- 2S+1 = 1

Last column: natural (NBO) charge in e.
Cartesian coordinates (Å):
H  -2.81  0.43  -1.07  0.36
N  -2.20  -0.37  -0.99  -0.61
C  -1.19  -0.10  -0.33  0.35
C  -0.98  1.25  0.26  0.19
N  -0.94  2.31  0.70  -0.26
N  -0.21  -1.05  -0.06  -0.65
C  0.90  -0.91  0.81  0.22
N  1.93  -0.16  0.58  -0.54
S  2.03  0.69  -0.87  0.19
H  -0.55  -2.01  -0.13  0.42
H  0.89  -1.51  1.75  0.19
H  3.12  1.43  -0.64  0.13



Density functional theory data (ωB97M-V with the def2-TZVPD basis set) for C18H19N3O3S in the gas phase.

## Properties
- HOMO (eV) = -8.3
- lowest unoccupied orbital energy (eV) = 0.083
- energy relative to the best compared isomer or geometry (same formula, charge and spin) (kJ/mol) = 268.1
- structure (SMILES) = Cc1cccn2cc(-c3ccc(S(=O)(=O)N4CCOCC4)cc3)nc12
- net charge = 0
- 2S+1 = 1

Last column: natural (NBO) charge in e.
Cartesian coordinates (Å):
C  -4.93  1.21  2.24  -0.63
C  -5.05  0.46  0.96  0.00
C  -6.23  0.27  0.29  -0.20
C  -6.27  -0.45  -0.92  -0.25
C  -5.14  -0.98  -1.45  0.01
N  -3.96  -0.80  -0.80  -0.30
C  -2.70  -1.21  -1.10  -0.10
C  -1.89  -0.74  -0.08  0.09
C  -0.46  -0.90  0.09  0.04
C  0.33  -1.55  -0.86  -0.21
C  1.69  -1.68  -0.66  -0.20
C  2.27  -1.16  0.48  -0.34
S  4.04  -1.28  0.70  2.33
O  4.33  -1.23  2.10  -0.94
O  4.52  -2.39  -0.08  -0.94
N  4.72  0.08  0.03  -0.67
C  4.58  1.34  0.72  -0.26
C  3.43  2.17  0.13  -0.09
O  3.58  2.32  -1.26  -0.53
C  3.60  1.07  -1.92  -0.09
C  4.76  0.20  -1.41  -0.26
C  1.50  -0.53  1.44  -0.20
C  0.14  -0.39  1.25  -0.20
N  -2.64  -0.06  0.83  -0.48
C  -3.88  -0.09  0.39  0.32
H  -5.90  1.60  2.55  0.21
H  -4.23  2.04  2.12  0.23
H  -4.53  0.56  3.02  0.23
H  -7.14  0.68  0.69  0.22
H  -7.22  -0.59  -1.42  0.23
H  -5.12  -1.55  -2.37  0.21
H  -2.49  -1.79  -1.98  0.22
H  -0.13  -1.96  -1.75  0.21
H  2.32  -2.19  -1.38  0.24
H  4.41  1.11  1.78  0.24
H  5.51  1.89  0.62  0.20
H  3.43  3.18  0.55  0.20
H  2.46  1.69  0.35  0.17
H  3.72  1.29  -2.98  0.20
H  2.64  0.55  -1.76  0.17
H  4.71  -0.80  -1.82  0.24
H  5.71  0.67  -1.68  0.20
H  1.99  -0.16  2.34  0.24
H  -0.49  0.09  1.98  0.24



Density functional theory data (ωB97M-V with the def2-TZVPD basis set) for a 2-piece molecular cluster, C8H11BrF2N2O4S2 overall.

## Properties
- HOMO (eV) = -8.3
- lowest unoccupied orbital energy (eV) = -3.505
- net charge = 0
- 2S+1 = 1

Last column: natural (NBO) charge in e.
Cartesian coordinates (Å):
C  0.60  -0.11  0.11  -0.68
C  -0.82  0.35  0.68  -0.25
Br  -2.20  -0.47  -0.52  0.08
C  -1.15  -0.13  2.18  -0.49
C  0.25  -0.10  3.00  0.34
C  0.88  -1.39  3.59  -0.24
C  2.25  -1.25  4.31  -0.08
C  2.89  0.19  4.41  -0.24
C  2.15  1.42  3.76  0.08
N  0.87  1.22  3.09  -0.51
H  0.67  0.18  -1.02  0.30
H  0.63  -1.26  0.12  0.23
H  1.51  0.38  0.61  0.20
H  -0.88  1.51  0.68  0.22
H  -1.64  -1.16  2.26  0.27
H  -1.83  0.61  2.75  0.25
H  0.31  -2.37  3.43  0.28
H  2.75  -2.19  4.74  0.27
H  3.90  0.33  4.91  0.27
H  2.58  2.48  3.77  0.26
H  0.40  2.04  2.65  0.46
N  -1.87  0.76  -5.10  -1.19
S  -2.63  -0.14  -6.14  2.48
O  -2.99  -1.48  -5.72  -0.93
O  -2.30  0.03  -7.54  -0.92
F  -4.06  0.58  -6.09  -0.51
S  -0.40  0.26  -4.85  2.49
O  0.22  0.84  -3.68  -0.97
O  0.47  0.13  -6.00  -0.92
F  -0.59  -1.26  -4.38  -0.51



Density functional theory data (ωB97M-V with the def2-TZVPD basis set) for a 5-piece molecular cluster, C18H50N4O6 overall.

## Properties
- HOMO (eV) = -8.9
- lowest unoccupied orbital energy (eV) = 0.486
- energy relative to the best compared isomer or geometry (same formula, charge and spin) (kJ/mol) = 290.2
- structure (SMILES) = COC[C@H](C)N.COC[C@H](C)N.COC[C@H](C)N.COC[C@H](C)N.OCCO
- net charge = 0
- 2S+1 = 1

Last column: Mulliken charge in e.
Cartesian coordinates (Å):
C  -5.16  0.28  -1.88  -0.68
O  -6.20  0.94  -2.54  -0.31
C  -7.46  0.73  -1.95  -0.61
C  -8.53  1.38  -2.81  0.46
C  -8.33  2.88  -2.92  -1.43
N  -9.87  1.11  -2.27  -0.71
H  -5.11  0.59  -0.83  0.32
H  -4.23  0.47  -2.41  0.21
H  -5.30  -0.81  -1.89  0.31
H  -7.66  -0.35  -1.97  0.30
H  -7.58  1.12  -0.93  0.28
H  -8.49  0.97  -3.82  0.29
H  -9.25  3.32  -3.29  0.42
H  -7.54  3.10  -3.62  0.33
H  -8.10  3.33  -1.95  0.31
H  -9.98  1.57  -1.38  0.25
H  -10.06  0.12  -2.18  0.25
C  4.12  -1.34  3.74  -0.78
O  4.11  -1.84  5.06  -0.33
C  3.92  -0.83  6.03  -0.65
C  4.40  -1.33  7.39  0.36
C  3.52  -2.51  7.85  -1.31
N  4.36  -0.23  8.34  -0.71
H  4.63  -0.37  3.67  0.35
H  3.08  -1.26  3.40  0.26
H  4.65  -2.03  3.09  0.32
H  4.47  0.09  5.81  0.39
H  2.85  -0.57  6.08  0.24
H  5.40  -1.75  7.28  0.34
H  3.30  -3.21  7.03  0.33
H  2.53  -2.21  8.19  0.31
H  4.01  -3.13  8.60  0.33
H  4.91  -0.43  9.16  0.27
H  3.41  -0.05  8.66  0.26
C  4.56  -0.08  -3.16  -0.68
O  4.25  1.28  -2.96  -0.42
C  3.01  1.63  -3.57  -0.60
C  2.70  3.09  -3.27  0.47
C  3.59  4.06  -3.99  -1.59
N  2.72  3.27  -1.79  -0.66
H  5.55  -0.25  -2.74  0.26
H  4.56  -0.34  -4.23  0.30
H  3.83  -0.71  -2.64  0.21
H  3.21  1.58  -4.65  0.49
H  2.19  0.93  -3.40  0.34
H  1.65  3.17  -3.57  0.32
H  3.63  3.89  -5.07  0.39
H  4.62  4.02  -3.63  0.37
H  3.25  5.08  -3.78  0.40
H  3.48  2.68  -1.45  0.24
H  3.03  4.21  -1.56  0.23
C  1.52  -1.16  1.24  -1.02
O  0.47  -0.59  0.46  -0.45
C  0.83  0.60  -0.19  -0.63
C  -0.40  1.16  -0.90  0.53
C  -0.76  0.27  -2.09  -1.49
N  -0.19  2.53  -1.34  -0.75
H  2.10  -0.35  1.69  0.43
H  2.27  -1.60  0.56  0.36
H  1.13  -1.97  1.84  0.44
H  1.17  1.34  0.55  0.34
H  1.70  0.47  -0.86  0.26
H  -1.14  1.12  -0.09  0.43
H  -1.67  -0.31  -1.88  0.17
H  -0.01  -0.49  -2.30  0.26
H  -0.98  0.85  -2.98  0.50
H  0.75  2.67  -1.70  0.11
H  -0.23  3.16  -0.55  0.31
O  -1.14  -2.85  -0.03  -0.54
C  -0.48  -3.64  -1.01  -0.03
C  -0.80  -5.08  -0.84  -0.71
O  -0.27  -5.63  0.37  -0.52
H  -0.58  -2.09  0.15  0.55
H  -0.79  -3.32  -2.02  0.24
H  0.59  -3.41  -1.01  0.22
H  -0.39  -5.63  -1.70  0.37
H  -1.88  -5.21  -0.81  0.29
H  0.54  -6.10  0.16  0.29



Density functional theory data (ωB97M-V with the def2-TZVPD basis set) for a 2-piece molecular cluster, C5H15NOS overall.

## Properties
- HOMO (eV) = -8.9
- lowest unoccupied orbital energy (eV) = 0.687
- energy relative to the best compared isomer or geometry (same formula, charge and spin) (kJ/mol) = 169.5
- structure (SMILES) = CNCCCCS.O
- net charge = 0
- 2S+1 = 1

Last column: natural (NBO) charge in e.
Cartesian coordinates (Å):
C  2.29  0.55  1.24  -0.42
N  1.74  1.35  0.13  -0.62
C  0.26  1.37  0.25  -0.23
C  -0.57  0.39  -0.59  -0.43
C  -1.95  0.17  0.07  -0.43
C  -2.96  0.91  -0.80  -0.42
S  -3.84  -0.23  -2.11  -0.14
H  1.85  0.99  2.19  0.19
H  2.19  -0.55  1.08  0.18
H  3.35  0.80  1.41  0.20
H  2.02  0.89  -0.73  0.35
H  -0.02  1.25  1.31  0.18
H  -0.16  2.40  0.23  0.19
H  -0.12  -0.59  -0.79  0.21
H  -0.65  0.83  -1.58  0.20
H  -2.32  -0.84  0.18  0.23
H  -1.89  0.73  1.01  0.21
H  -2.53  1.67  -1.45  0.21
H  -3.91  1.29  -0.40  0.22
H  -2.83  -1.03  -2.54  0.12
O  3.56  -3.83  0.54  -0.95
H  3.36  -4.57  -0.04  0.47
H  3.14  -3.94  1.40  0.47



Density functional theory data (ωB97M-V with the def2-TZVPD basis set) for a 3-piece molecular cluster, C3H7P overall.

## Properties
- HOMO (alpha / beta) (eV) = -8.2 / -8.2
- lowest unoccupied orbital energy (alpha / beta) (eV) = -0.193 / -0.193
- energy relative to the best compared isomer or geometry (same formula, charge and spin) (kJ/mol) = 420.5
- net charge = 0
- 2S+1 = 1

Last column: natural (NBO) charge in e.
Cartesian coordinates (Å):
C  -0.56  0.99  -1.11  -0.35
C  -0.22  -0.36  -1.36  -0.55
C  0.93  0.24  1.43  -0.96
P  1.21  -0.07  -0.26  0.76
H  -0.66  1.65  -1.99  0.21
H  -0.74  1.34  -0.07  0.22
H  -1.06  -2.24  0.49  0.00
H  0.14  -0.60  -2.36  0.21
H  1.94  0.19  1.97  0.24
H  -1.12  -2.00  1.36  0.00
H  0.13  0.85  1.90  0.22



Here are the calculated molar mass numbers, same order: 915.47; 101.13; 128.16; 357.43; 381.22; 418.62; 137.25; 74.06 (g mol⁻¹).